The following is a quantum chemistry calculation of C2H5NO in the gas phase at a distorted geometry, from the Open Molecules 2025 dataset.

Bonds (Å) are listed after each position.
Cartesian coordinates (Å):
1 C -0.35 1.50 0.52  N2 1.805, H5 1.063, H6 1.074
2 N -0.55 -0.28 0.72  C1 1.805, C3 1.426, O4 1.236
3 C 0.13 -1.27 -0.04  N2 1.426, H7 1.095, H8 1.094, H9 1.085
4 O -1.14 -0.62 1.75  N2 1.236
5 H -1.13 2.01 1.03  C1 1.063
6 H -0.06 1.67 -0.50  C1 1.074
7 H -0.53 -2.15 -0.03  C3 1.095
8 H 1.07 -1.56 0.44  C3 1.094
9 H 0.31 -0.95 -1.06  C3 1.085

Computed properties:
Strongest force on any atom   0.1298 hartree/bohr
Highest occupied orbital energy (alpha / beta)   -9.24 / -8.09 eV
SMILES string   C=[N+](C)[O-]
Energy relative to the best compared isomer or geometry (same formula, charge and spin)   5.9382 eV
Net charge   0
E_tot   -209.0041 Eh